(1)
Below is a cluster of 9 separate species, C33H83NO9 in total in a non-equilibrium geometry, with properties calculated with the ωB97M-V functional and the def2-TZVPD basis.

```
! wB97M-V def2-TZVPD RIJCOSX def2/J DEFGRID3
* xyz -1 2
C -33.579 -7.548 22.407
C -32.708 -8.817 22.486
C -33.019 -9.712 21.349
C -32.220 -9.300 20.073
C -30.750 -9.075 20.357
C -30.523 -8.042 21.494
N -31.287 -8.469 22.642
O -31.056 -7.706 23.802
C -29.015 -8.045 22.076
C -30.790 -6.638 20.918
C -33.202 -9.538 23.773
H -34.628 -7.640 22.127
H -33.103 -6.851 21.717
H -33.571 -6.915 23.294
H -32.698 -10.752 21.405
H -34.058 -9.700 21.018
H -32.544 -8.385 19.576
H -32.477 -10.080 19.357
H -30.218 -8.829 19.438
H -30.266 -10.020 20.602
H -28.915 -7.198 22.754
H -28.780 -9.011 22.523
H -28.358 -7.996 21.208
H -31.637 -6.441 20.262
H -30.981 -5.881 21.680
H -29.868 -6.241 20.492
H -34.275 -9.728 23.782
H -32.982 -8.993 24.691
H -32.751 -10.517 23.932
H -30.276 -8.048 24.245
C -29.511 -4.744 25.875
C -29.985 -4.839 27.324
C -29.915 -6.263 27.893
O -29.235 -3.953 28.160
H -29.545 -3.780 25.367
H -30.018 -5.514 25.293
H -28.440 -4.946 25.884
H -31.032 -4.540 27.381
H -30.248 -6.095 28.917
H -28.955 -6.779 27.894
H -30.637 -6.970 27.487
H -28.351 -4.320 28.237
C -25.305 -10.820 18.300
C -26.053 -10.809 19.648
C -25.483 -9.580 20.528
O -27.475 -10.734 19.518
H -24.268 -10.912 18.623
H -25.338 -10.046 17.533
H -25.376 -11.725 17.696
H -25.867 -11.754 20.158
H -25.999 -8.626 20.426
H -24.437 -9.411 20.271
H -25.523 -9.846 21.584
H -27.777 -10.892 18.621
C -22.257 -6.429 27.570
C -22.829 -6.231 28.971
C -23.198 -4.790 29.377
O -24.135 -6.979 28.955
H -22.936 -6.007 26.828
H -22.160 -7.436 27.163
H -21.445 -5.718 27.415
H -22.186 -6.579 29.779
H -23.809 -4.266 28.642
H -22.481 -4.019 29.658
H -23.841 -4.874 30.253
H -23.911 -7.904 29.083
C -27.706 -3.499 31.103
C -26.814 -4.759 30.948
C -27.609 -6.088 31.192
O -26.356 -4.836 29.598
H -28.727 -3.693 30.773
H -27.233 -2.659 30.595
H -27.594 -3.357 32.178
H -25.971 -4.711 31.636
H -28.236 -6.454 30.379
H -28.195 -6.075 32.111
H -26.853 -6.845 31.399
H -25.709 -5.545 29.633
C -23.037 -2.659 23.037
C -22.853 -3.952 23.796
C -23.113 -5.153 22.916
O -21.467 -4.048 24.227
H -22.518 -1.841 23.538
H -24.067 -2.342 22.872
H -22.555 -2.678 22.060
H -23.458 -3.943 24.703
H -23.248 -6.073 23.485
H -22.420 -5.372 22.103
H -24.054 -4.916 22.420
H -20.817 -3.750 23.585
C -26.314 -8.049 24.293
C -26.588 -8.406 25.736
C -26.261 -7.172 26.641
O -27.854 -8.856 25.965
H -26.360 -9.025 23.809
H -25.297 -7.707 24.100
H -26.947 -7.241 23.926
H -25.925 -9.224 26.020
H -27.094 -6.477 26.539
H -25.280 -6.700 26.702
H -26.277 -7.508 27.678
H -28.343 -8.325 26.597
C -24.673 -12.478 26.391
C -23.757 -12.247 25.187
C -23.585 -10.807 24.857
O -22.468 -12.780 25.582
H -24.597 -13.544 26.606
H -25.723 -12.280 26.174
H -24.375 -11.834 27.218
H -24.005 -12.834 24.303
H -24.591 -10.409 24.723
H -22.960 -10.737 23.967
H -23.123 -10.262 25.680
H -22.509 -13.721 25.769
C -24.787 -10.826 32.009
C -24.653 -10.724 30.473
C -25.874 -10.377 29.732
O -23.664 -9.709 30.054
H -23.876 -11.214 32.464
H -25.685 -11.407 32.219
H -24.902 -9.809 32.382
H -24.312 -11.682 30.081
H -26.693 -11.050 29.985
H -25.727 -10.405 28.652
H -26.158 -9.343 29.931
H -22.787 -10.055 30.235
*
```

LUMO level (alpha / beta) in eV: 2.153 / 2.110
Relative energy (zero: lowest compared OMol25 entry of this formula, charge and spin) in kcal per mole: 0.00
HOMO-LUMO gap (alpha / beta) in eV: 1.37 / 8.57

***

(2)
Below is a cluster of 6 separate species, C33H84IN6O5P in total in a non-equilibrium geometry, with properties calculated with the ωB97M-V functional and the def2-TZVPD basis.

```
! wB97M-V def2-TZVPD RIJCOSX def2/J DEFGRID3
* xyz 0 1
C -3.019 -5.674 -0.611
C -2.026 -5.976 -1.746
C -0.897 -4.949 -1.851
I 0.265 -5.572 -3.573
P 0.186 -5.020 -0.243
N 0.958 -5.377 1.326
C 1.489 -3.870 -0.915
C 2.089 -2.876 0.075
C 3.226 -2.090 -0.638
C 4.601 -2.684 -0.295
C 3.139 -0.601 -0.381
C 3.346 -0.216 1.108
C 2.497 0.962 1.453
C 1.731 1.058 2.510
C 1.301 2.421 2.978
C 1.212 -0.109 3.296
H -2.696 -6.185 0.283
H -3.069 -4.606 -0.442
H -3.986 -6.052 -0.906
H -1.545 -6.947 -1.636
H -2.534 -6.010 -2.702
H -1.308 -3.953 -2.006
H -0.912 -4.510 0.491
H 0.288 -6.414 -0.513
H 0.828 -4.617 1.989
H 1.951 -5.573 1.236
H 2.280 -4.435 -1.394
H 1.012 -3.277 -1.684
H 1.338 -2.170 0.414
H 2.543 -3.349 0.935
H 3.096 -2.248 -1.704
H 5.384 -1.935 -0.292
H 4.613 -3.222 0.647
H 4.873 -3.401 -1.062
H 3.911 -0.100 -0.957
H 2.175 -0.232 -0.723
H 4.363 0.136 1.226
H 3.142 -1.042 1.772
H 2.525 1.810 0.785
H 1.500 2.555 4.036
H 0.254 2.628 2.756
H 1.897 3.151 2.448
H 0.435 -0.571 2.694
H 1.968 -0.849 3.524
H 0.719 0.224 4.198
C -0.819 -10.026 -1.763
O -0.737 -9.658 -0.398
C -1.946 -9.743 0.329
C -2.333 -11.156 0.791
C -2.876 -12.047 -0.322
N -1.216 -11.844 1.446
H -1.777 -9.733 -2.203
H -0.658 -11.098 -1.893
H -0.020 -9.505 -2.292
H -1.787 -9.131 1.222
H -2.764 -9.272 -0.236
H -3.132 -11.038 1.529
H -2.083 -12.448 -0.954
H -3.401 -12.901 0.106
H -3.580 -11.505 -0.957
H -0.929 -11.310 2.262
H -0.414 -11.791 0.822
C 1.304 5.135 -0.871
O 0.579 4.718 0.268
C -0.164 5.740 0.905
C -1.498 6.085 0.221
C -1.346 6.899 -1.060
N -2.284 4.886 -0.080
H 1.694 6.151 -0.760
H 0.680 5.069 -1.765
H 2.146 4.452 -1.003
H -0.387 5.356 1.904
H 0.458 6.636 1.042
H -2.067 6.695 0.930
H -1.045 6.281 -1.905
H -2.298 7.358 -1.329
H -0.612 7.700 -0.942
H -2.488 4.398 0.789
H -1.680 4.249 -0.596
C 2.746 -2.333 6.754
O 1.505 -1.756 6.394
C 0.456 -1.952 7.322
C 0.482 -1.018 8.542
C 1.542 -1.379 9.579
N 0.658 0.386 8.154
H 2.614 -3.281 7.284
H 3.340 -1.647 7.361
H 3.301 -2.523 5.834
H -0.462 -1.747 6.765
H 0.411 -3.006 7.629
H -0.492 -1.111 9.030
H 2.538 -1.053 9.283
H 1.317 -0.889 10.527
H 1.571 -2.456 9.758
H -0.115 0.666 7.557
H 1.472 0.438 7.546
C -2.102 8.957 -4.857
O -0.980 8.974 -3.994
C -0.132 10.098 -4.126
C -0.629 11.372 -3.427
C -1.769 12.078 -4.155
N -1.038 11.114 -2.043
H -1.867 9.391 -5.834
H -2.951 9.479 -4.412
H -2.393 7.916 -4.998
H 0.810 9.804 -3.654
H 0.091 10.285 -5.186
H 0.217 12.067 -3.402
H -2.728 11.590 -3.991
H -1.868 13.101 -3.791
H -1.585 12.122 -5.231
H -0.243 10.755 -1.521
H -1.696 10.338 -2.056
C -1.857 0.956 -5.571
O -0.756 0.980 -4.682
C 0.069 2.126 -4.768
C -0.471 3.371 -4.047
C -1.613 4.070 -4.778
N -0.903 3.066 -2.679
H -1.612 1.418 -6.531
H -2.729 1.448 -5.133
H -2.119 -0.088 -5.743
H 1.007 1.841 -4.285
H 0.306 2.347 -5.817
H 0.358 4.084 -3.987
H -2.564 3.556 -4.645
H -1.742 5.080 -4.388
H -1.409 4.148 -5.848
H -0.108 2.707 -2.154
H -1.540 2.274 -2.729
*
```

LUMO level in eV: 0.488
SMILES: CC[C@H](I)[PH2](N)CC[C@H](C)CCC=C(C)C.COC[C@@H](C)N.COC[C@@H](C)N.COC[C@@H](C)N.COC[C@@H](C)N.COC[C@@H](C)N
HOMO-LUMO gap in eV: 8.94

***

(3)
Below is a cluster of 8 separate species, C33H85N3O11 in total in a non-equilibrium geometry, with properties calculated with the ωB97M-V functional and the def2-TZVPD basis.

```
! wB97M-V def2-TZVPD RIJCOSX def2/J DEFGRID3
* xyz 0 1
C 8.902 -1.692 0.590
O 9.786 -1.872 -0.540
C 9.382 -2.882 -1.490
C 10.461 -3.113 -2.563
N 9.804 -3.552 -3.760
C 10.670 -3.528 -4.938
C 11.701 -4.673 -4.825
O 12.410 -4.970 -6.001
C 13.412 -6.058 -5.853
H 8.606 -2.648 1.023
H 7.992 -1.198 0.251
H 9.388 -1.049 1.324
H 8.482 -2.486 -1.960
H 9.072 -3.811 -1.012
H 11.182 -3.886 -2.297
H 11.031 -2.198 -2.726
H 9.056 -2.890 -3.912
H 11.085 -2.544 -5.153
H 10.040 -3.677 -5.815
H 11.211 -5.565 -4.435
H 12.425 -4.453 -4.040
H 13.774 -6.316 -6.848
H 13.074 -6.990 -5.400
H 14.333 -5.737 -5.366
C -2.440 4.872 5.568
O -1.659 3.691 5.751
C -0.425 4.001 6.432
C -0.499 4.083 7.928
N -0.759 2.775 8.489
C -1.253 2.805 9.837
C -0.331 3.321 10.861
O -1.055 3.657 12.027
C -1.590 4.975 12.023
H -1.832 5.635 5.083
H -2.912 5.160 6.507
H -3.308 4.684 4.937
H -0.016 4.977 6.170
H 0.337 3.275 6.149
H -1.276 4.800 8.195
H 0.449 4.494 8.272
H -1.453 2.311 7.921
H -1.510 1.801 10.175
H -2.219 3.310 9.845
H 0.331 4.152 10.620
H 0.323 2.499 11.154
H -2.125 5.242 11.111
H -0.847 5.746 12.224
H -2.344 5.012 12.809
C -11.653 5.299 0.871
O -10.962 6.440 0.359
C -11.747 7.365 -0.302
C -10.929 8.642 -0.635
N -9.733 8.179 -1.353
C -8.670 9.140 -1.560
C -7.539 8.540 -2.398
O -7.032 7.346 -1.796
C -6.043 6.654 -2.532
H -10.844 4.661 1.227
H -12.237 4.702 0.171
H -12.214 5.518 1.779
H -12.678 7.586 0.221
H -12.095 7.011 -1.273
H -10.695 9.254 0.237
H -11.470 9.226 -1.380
H -9.439 7.263 -1.048
H -8.233 9.418 -0.601
H -8.979 10.001 -2.153
H -6.762 9.297 -2.504
H -8.000 8.342 -3.366
H -5.790 5.726 -2.019
H -5.225 7.369 -2.617
H -6.430 6.347 -3.504
C 3.756 -8.779 -5.197
C 4.521 -7.568 -4.663
C 3.752 -6.848 -3.545
O 5.864 -7.954 -4.268
H 3.688 -9.498 -4.380
H 4.380 -9.345 -5.888
H 2.752 -8.520 -5.533
H 4.657 -6.768 -5.390
H 4.361 -6.065 -3.095
H 3.449 -7.508 -2.732
H 2.829 -6.412 -3.928
H 6.392 -7.164 -4.132
C -1.907 -8.560 6.159
C -3.158 -8.701 5.295
C -4.370 -9.435 5.946
O -3.606 -7.436 4.927
H -1.218 -7.792 5.807
H -1.342 -9.487 6.065
H -2.193 -8.297 7.178
H -2.782 -9.208 4.407
H -5.190 -9.398 5.230
H -4.675 -8.828 6.798
H -4.126 -10.464 6.211
H -4.214 -7.601 4.203
C 1.082 0.112 -0.839
C 0.065 -0.917 -0.407
C 0.604 -1.644 0.814
O -1.091 -0.191 -0.008
H 0.622 0.679 -1.649
H 1.918 -0.465 -1.235
H 1.439 0.801 -0.074
H -0.220 -1.635 -1.175
H 0.524 -1.061 1.731
H 1.643 -1.970 0.756
H 0.034 -2.557 0.991
H -0.816 0.363 0.726
C -7.905 0.500 -1.811
C -7.538 -0.708 -2.678
C -7.015 -0.320 -4.090
O -6.603 -1.572 -2.087
H -6.992 0.999 -1.485
H -8.465 0.271 -0.905
H -8.557 1.186 -2.351
H -8.456 -1.293 -2.749
H -6.710 -1.139 -4.741
H -6.139 0.306 -3.915
H -7.717 0.328 -4.614
H -5.835 -1.077 -1.794
C 6.307 2.675 -7.935
C 5.385 1.747 -7.147
C 4.844 0.553 -7.955
O 6.097 1.266 -6.027
H 7.053 2.038 -8.410
H 6.697 3.421 -7.243
H 5.830 3.157 -8.788
H 4.462 2.157 -6.737
H 3.964 0.204 -7.415
H 5.556 -0.268 -8.042
H 4.569 0.897 -8.952
H 6.278 1.975 -5.406
*
```

LUMO level in eV: 0.395
Relative energy (zero: lowest compared OMol25 entry of this formula, charge and spin) in kcal per mole: 73.59
SMILES: COCCNCCOC.COCCNCCOC.COCCNCCOC.CC(C)O.CC(C)O.CC(C)O.CC(C)O.CC(C)O
HOMO-LUMO gap in eV: 8.72